No. 1
# C12H10ClF3O2Pm

A molecular structure, C12H10ClF3O2Pm at a distorted geometry (ωB97M-V/def2-TZVPD, the Open Molecules 2025 dataset).

```
29
Properties=species:S:1:pos:R:3:forces:R:3
C 2.690 0.021 -2.009 -0.4 -0.2 0.1
C 1.422 0.393 -2.572 0.4 -0.4 -0.1
C 0.491 -0.654 -2.310 0.5 0.3 0.0
H 1.240 1.262 -3.211 0.0 -0.3 0.4
C 1.130 -1.617 -1.495 0.8 0.2 -0.2
C 2.499 -1.218 -1.315 -0.1 0.0 -0.2
H 3.268 -1.788 -0.782 -0.3 0.2 -0.3
H 3.627 0.581 -2.088 -0.3 -0.2 0.0
H -0.490 -0.769 -2.787 0.3 0.4 0.8
H 0.719 -2.591 -1.216 0.1 0.6 0.1
Pm 1.662 0.768 0.263 -1.4 0.7 -3.3
Cl 0.958 3.219 0.180 0.3 0.1 0.1
C -2.993 1.052 0.593 0.0 -0.3 -0.9
C -3.067 -0.348 0.304 0.4 0.6 -0.5
C -2.973 -0.510 -1.113 -0.6 0.7 0.4
H -3.191 -1.152 1.032 0.1 0.2 -0.2
C -2.934 0.787 -1.708 0.2 -0.1 0.6
C -2.921 1.754 -0.657 0.1 -0.9 0.2
H -2.828 2.834 -0.779 -0.1 -0.3 0.0
H -2.982 1.506 1.588 -0.1 -0.1 -0.3
H -3.062 -1.454 -1.650 0.0 0.1 0.1
H -2.935 1.001 -2.784 0.1 -0.1 0.5
F 2.657 -0.563 4.747 -0.2 0.0 -0.3
C 1.478 -0.603 4.112 -0.1 -0.2 0.5
F 0.955 -1.827 4.309 0.2 0.4 -0.4
F 0.665 0.287 4.706 0.3 -0.2 -0.3
C 1.617 -0.255 2.597 -0.7 0.5 -0.3
O 2.767 0.017 2.120 -0.6 -0.7 1.3
O 0.532 -0.135 1.926 1.1 -1.1 2.2
```
Positions in Å, forces in eV/Å.

Its net charge is -1. Its energy is -1982.0126 Eh. The expectation value of S² is 6.01. The spin multiplicity is 5. The HOMO-LUMO gap (spin up / spin down) is 4.61 / 4.63 eV.



No. 2
# C4H4N4

C4H4N4 in the gas phase at a distorted geometry (ωB97M-V/def2-TZVPD, the Open Molecules 2025 dataset).

```
12
Properties=species:S:1:pos:R:3:forces:R:3
H 2.583 0.535 0.640 0.3 1.0 0.7
N 2.172 -0.365 0.757 -0.8 -2.9 -1.0
C 1.147 -0.335 0.002 -1.4 2.9 -0.4
C 0.639 0.977 -0.476 7.0 0.9 -6.0
N -0.478 1.401 -0.419 -4.6 2.6 0.7
N -1.184 0.890 0.512 -3.7 0.5 3.4
C -1.546 -0.321 0.653 -0.4 0.4 1.0
C -1.045 -1.194 -0.359 2.6 -0.4 1.3
N 0.207 -1.117 -0.705 0.3 -2.6 1.5
H 1.041 1.542 -1.394 1.2 -1.2 1.4
H -2.198 -0.514 1.540 0.5 -0.3 -1.1
H -1.617 -1.985 -0.718 -1.1 -0.9 -1.5
```
Positions in Å, forces in eV/Å.

Its energy is -373.6678 Eh. Its structure (SMILES) is [H]/N=c1\cnnccn1. The HOMO-LUMO gap is 9.26 eV. The calculation puts the energy relative to the best compared isomer or geometry (same formula, charge and spin) at 111.1 kcal/mol.



No. 3
# FH2O3PS

A molecular structure, FH2O3PS at a distorted geometry (ωB97M-V/def2-TZVPD, the Open Molecules 2025 dataset).

```
8
Properties=species:S:1:pos:R:3:forces:R:3
O 2.177 0.193 -0.761 2.0 0.2 -1.3
O -0.191 -0.100 -0.761 1.7 0.0 1.4
O 0.919 0.620 1.272 -0.8 2.3 3.5
F 1.284 -1.598 0.612 -0.5 1.6 -1.1
P -1.410 0.843 0.038 -1.4 -1.1 -2.3
S 1.121 -0.055 0.096 0.0 -4.1 -1.9
H -2.064 0.405 -1.239 -0.5 0.9 1.5
H -1.838 -0.307 0.742 -0.4 0.2 0.2
```
Positions in Å, forces in eV/Å.

Its energy is -1066.2821 Eh. The HOMO-LUMO gap is 10.94 eV. The calculation puts the energy relative to the best compared isomer or geometry (same formula, charge and spin) at 38.4 kcal/mol.



No. 4
# C5H15N2S

A gas-phase ion, C5H15N2S (charge +1) at a distorted geometry (ωB97M-V/def2-TZVPD, the Open Molecules 2025 dataset).

```
23
Properties=species:S:1:pos:R:3:forces:R:3
C -1.949 -2.213 0.019 0.0 -1.1 -0.6
C -1.065 -1.019 -0.315 -0.3 -0.2 -0.3
N -0.604 -1.023 -1.695 0.6 0.0 -0.2
C 0.169 -1.122 0.542 -0.5 0.8 -0.4
N 1.097 0.068 0.377 -0.2 -1.4 0.0
C 0.491 1.398 0.627 -0.7 0.2 0.9
C 1.513 2.522 0.678 0.2 -0.1 -0.5
S 1.071 4.043 -0.183 -0.3 0.2 0.1
H -1.418 -3.120 -0.308 0.1 0.1 0.1
H -2.232 -2.427 1.046 0.1 0.6 0.3
H -2.850 -2.237 -0.584 -0.2 0.4 0.0
H -1.572 -0.069 -0.164 -0.2 -0.1 0.3
H -1.356 -1.106 -2.369 -0.1 0.2 0.0
H -0.018 -1.843 -1.832 -0.1 0.0 -0.2
H -0.144 -1.128 1.555 0.1 -0.2 1.1
H 0.678 -2.036 0.247 0.4 0.1 0.3
H 1.922 -0.175 0.928 0.0 0.7 0.2
H 1.386 0.042 -0.581 0.3 0.1 -1.1
H -0.091 1.309 1.544 0.3 0.0 0.3
H -0.289 1.559 -0.097 0.2 0.0 -0.8
H 2.480 2.205 0.304 0.2 -0.3 -0.1
H 1.685 2.806 1.697 0.1 0.3 0.6
H 1.096 3.567 -1.436 0.1 -0.1 0.0
```
Positions in Å, forces in eV/Å.

Its net charge is +1. Its energy is -706.9516 Eh. Its structure (SMILES) is C[C@H](N)C[NH2+]CCS. The HOMO-LUMO gap is 9.59 eV. The calculation puts the energy relative to the best compared isomer or geometry (same formula, charge and spin) at 15.7 kcal/mol.



No. 5
# C33H46BIN3O9P2Ru

A molecular structure, C33H46BIN3O9P2Ru (ωB97M-V/def2-TZVPD, the Open Molecules 2025 dataset).

```
96
Properties=species:S:1:pos:R:3:forces:R:3
Ru -1.134 0.672 -0.765 0.2 0.3 0.6
C -0.719 4.361 -3.594 0.0 0.0 0.0
C -0.417 3.027 -2.963 0.0 0.1 0.2
N -0.927 2.685 -1.805 0.1 0.0 -0.5
N -1.618 3.689 -1.152 0.0 -0.3 0.1
C -1.936 3.337 0.063 -0.2 0.3 0.3
O -1.700 2.202 0.622 0.1 0.0 -0.2
C -2.627 4.363 0.906 0.0 -0.1 0.0
C -2.916 4.049 2.229 -0.1 0.0 0.1
C -3.549 4.974 3.050 0.0 0.0 -0.1
C -3.900 6.219 2.549 0.0 0.0 0.0
C -3.618 6.535 1.224 0.0 0.0 0.0
C -2.983 5.613 0.407 0.0 0.0 0.0
C 0.543 2.185 -3.613 0.1 0.0 -0.2
C 1.402 2.680 -4.610 -0.1 0.0 0.1
C 2.531 2.004 -4.985 0.1 -0.1 0.0
C 2.857 0.780 -4.315 0.1 0.2 -0.1
C 1.976 0.255 -3.444 -0.1 0.1 0.1
N 0.758 0.871 -3.168 0.1 -0.1 0.0
H -1.550 4.825 -3.079 0.0 0.0 0.0
H -0.971 4.222 -4.647 0.0 0.0 0.0
H 0.138 5.035 -3.536 0.0 0.0 0.0
H -2.646 3.068 2.597 0.0 0.0 0.0
H -3.773 4.719 4.078 0.0 0.0 0.0
H -4.395 6.941 3.187 0.0 0.0 0.0
H -3.896 7.504 0.828 0.0 0.0 0.0
H -2.758 5.847 -0.625 0.0 0.0 0.0
H 1.183 3.646 -5.041 0.0 0.0 0.0
H 3.189 2.409 -5.742 0.0 0.0 0.0
H 3.791 0.267 -4.503 0.0 0.0 0.0
H 2.143 -0.690 -2.947 0.0 0.0 0.0
C 0.334 1.425 2.960 0.0 0.0 0.0
C 1.779 0.997 3.006 0.0 0.0 0.0
C 2.236 0.609 4.392 0.0 0.0 0.1
O 2.009 -0.201 2.192 0.0 0.1 0.2
P 2.005 -0.329 0.625 -0.1 0.1 0.0
O 1.256 0.718 -0.115 0.0 -0.1 0.0
C 1.415 -2.017 0.414 0.1 0.0 -0.2
P -0.197 -2.142 1.200 0.1 0.5 0.0
O -0.918 -0.857 1.052 0.0 -0.1 0.0
O -0.855 -3.397 0.543 -0.1 -0.2 -0.1
C -2.314 -3.615 0.453 0.0 0.0 0.0
C -3.040 -3.090 1.673 0.0 0.0 0.1
C -2.499 -5.103 0.267 0.0 0.0 0.0
O 0.018 -2.447 2.727 -0.1 -0.1 0.2
C 0.945 -3.392 3.323 0.0 0.1 -0.1
C 0.842 -4.784 2.728 -0.1 0.0 0.0
C 0.636 -3.378 4.801 0.0 0.0 0.1
O 3.522 -0.444 0.200 0.1 0.1 -0.2
C 4.374 0.746 0.309 -0.1 -0.1 0.1
C 5.607 0.325 1.073 0.1 -0.1 0.0
C 4.658 1.272 -1.075 0.0 -0.1 -0.1
H 0.209 2.299 3.602 0.0 0.0 0.0
H -0.311 0.622 3.323 0.0 0.0 0.0
H 0.006 1.691 1.960 0.0 0.0 0.0
H 2.424 1.786 2.615 0.0 0.0 -0.1
H 1.586 -0.176 4.786 0.0 0.0 0.0
H 2.175 1.474 5.054 0.0 0.0 0.0
H 3.265 0.247 4.382 0.0 0.0 0.0
H 2.154 -2.710 0.816 0.0 0.0 -0.1
H 1.268 -2.190 -0.656 0.1 0.0 0.0
H -2.637 -3.069 -0.432 0.0 0.0 0.0
H -2.662 -3.564 2.583 0.0 0.0 0.0
H -4.098 -3.331 1.570 0.0 0.0 0.0
H -2.950 -2.007 1.764 0.0 -0.1 0.0
H -2.267 -5.640 1.190 0.0 0.0 0.0
H -1.859 -5.483 -0.528 0.0 0.0 0.0
H -3.537 -5.305 -0.001 0.0 0.0 0.0
H 1.947 -2.984 3.159 0.0 0.0 0.0
H -0.155 -5.197 2.895 0.0 0.0 0.0
H 1.573 -5.427 3.220 0.0 0.0 0.0
H 1.038 -4.805 1.656 0.0 0.0 0.0
H -0.380 -3.739 4.971 0.0 0.0 0.0
H 0.716 -2.368 5.205 0.0 0.0 0.0
H 1.334 -4.026 5.335 0.0 0.0 0.0
H 3.831 1.507 0.876 0.0 0.0 0.0
H 6.144 -0.448 0.519 0.0 0.0 0.0
H 5.340 -0.073 2.054 0.0 0.0 0.0
H 6.270 1.180 1.211 0.0 0.0 0.0
H 5.058 0.471 -1.702 0.0 0.1 0.0
H 5.396 2.075 -1.022 0.0 0.0 0.0
H 3.753 1.658 -1.539 0.0 0.0 0.0
I -3.602 -0.185 -1.149 -0.3 -0.2 0.0
O -1.447 -0.038 -3.877 0.1 0.1 0.1
B -0.388 -0.009 -2.945 0.0 0.0 -0.3
O -0.156 -1.306 -2.411 -0.1 -0.1 0.0
C -1.110 -2.101 -3.025 0.2 0.0 0.1
C -1.301 -3.448 -2.872 -0.1 -0.2 0.0
C -2.339 -4.021 -3.611 0.0 0.1 0.0
C -3.131 -3.248 -4.454 0.0 0.0 0.0
C -2.912 -1.877 -4.603 -0.1 -0.1 -0.1
C -1.880 -1.331 -3.879 -0.1 0.1 -0.1
H -0.675 -4.032 -2.210 0.0 0.0 0.0
H -2.529 -5.083 -3.523 0.0 0.0 0.0
H -3.933 -3.717 -5.009 0.0 0.0 0.0
H -3.521 -1.264 -5.254 0.0 0.0 0.0
```
Positions in Å, forces in eV/Å.

Its energy is -3226.9558 Eh. The expectation value of S² is 8.80. The spin multiplicity is 6. The HOMO-LUMO gap (spin up / spin down) is 6.18 / 6.97 eV. The calculation puts the energy relative to the best compared isomer or geometry (same formula, charge and spin) at 4.8 kcal/mol.



No. 6
# C47H33N11O4ReS2

A molecular structure, C47H33N11O4ReS2 (ωB97M-V/def2-TZVPD, the Open Molecules 2025 dataset).

```
98
Properties=species:S:1:pos:R:3:forces:R:3
Re 0.287 -0.695 -0.657 -0.1 -0.7 0.5
C 2.796 5.598 -0.502 0.0 0.0 0.0
C 1.637 6.220 -0.060 0.0 0.0 0.0
C 0.503 5.466 0.234 0.0 0.0 0.0
C 0.543 4.098 0.066 0.0 0.0 0.0
C -0.579 2.224 -0.947 0.0 0.0 0.0
N -2.122 1.926 -0.613 0.0 0.0 0.0
C -2.467 0.541 0.006 -0.1 0.0 0.0
C -3.943 0.119 -0.131 0.0 0.0 0.0
C -5.136 0.657 0.329 0.0 0.0 0.0
C -6.318 -0.016 0.035 0.0 0.0 0.0
C -6.321 -1.197 -0.700 0.0 0.0 0.0
C -5.130 -1.734 -1.164 0.0 0.0 0.0
C -3.963 -1.055 -0.869 0.0 0.0 0.0
C -2.583 -1.411 -1.206 0.1 0.3 0.2
N -2.294 -2.522 -1.878 0.1 -0.1 -0.1
C -1.077 -2.962 -2.104 -0.1 0.1 0.1
N 0.125 -2.432 -1.678 -0.1 0.5 -0.3
C 1.154 -3.263 -2.055 0.3 0.0 0.0
N 2.447 -3.098 -1.851 -0.2 0.0 0.0
C 2.970 -2.001 -1.347 -0.1 0.2 0.0
N 2.286 -0.869 -0.941 0.1 0.0 0.2
C 3.186 0.144 -0.746 0.0 -0.2 -0.1
N 2.914 1.423 -0.567 -0.1 0.1 -0.1
C 1.716 1.963 -0.593 0.0 -0.2 -0.1
N 0.527 1.264 -0.805 0.0 -0.1 -0.1
C 1.706 3.457 -0.400 0.0 0.0 0.0
C 2.835 4.219 -0.670 0.0 0.0 0.0
C 4.532 -0.394 -0.880 0.1 0.1 0.0
C 5.778 0.190 -0.719 0.0 0.0 0.0
C 6.891 -0.608 -0.937 0.0 0.0 0.0
C 6.759 -1.946 -1.321 0.0 0.0 0.0
C 5.511 -2.524 -1.493 0.0 0.0 0.0
C 4.399 -1.731 -1.255 0.1 0.0 -0.1
C 0.586 -4.388 -2.782 0.0 0.0 0.1
C 1.176 -5.498 -3.370 0.0 0.0 0.0
C 0.342 -6.405 -4.000 0.0 0.0 0.0
C -1.045 -6.213 -4.042 0.0 0.0 0.0
C -1.632 -5.106 -3.453 0.0 0.0 0.0
C -0.794 -4.195 -2.827 0.0 0.0 0.0
N -1.750 -0.496 -0.719 0.0 -0.2 -0.2
H 3.675 6.191 -0.725 0.0 0.0 0.0
H 1.613 7.296 0.057 0.0 0.0 0.0
H -0.411 5.937 0.573 0.0 0.0 0.0
H -5.162 1.566 0.906 0.0 0.0 0.0
H -7.254 0.391 0.395 0.0 0.0 0.0
H -7.257 -1.700 -0.904 0.0 0.0 0.0
H -5.093 -2.655 -1.731 0.0 0.0 0.0
H 3.730 3.722 -1.021 0.0 0.0 0.0
H 5.864 1.224 -0.413 0.0 0.0 0.0
H 7.882 -0.193 -0.805 0.0 0.0 0.0
H 7.650 -2.539 -1.482 0.0 0.0 0.0
H 5.402 -3.559 -1.789 0.0 0.0 0.0
H 2.248 -5.640 -3.330 0.0 0.0 0.0
H 0.766 -7.284 -4.469 0.0 0.0 0.0
H -1.664 -6.947 -4.541 0.0 0.0 0.0
H -2.702 -4.949 -3.473 0.0 0.0 0.0
C -1.152 3.606 -4.560 0.0 0.0 0.0
C -1.413 3.079 -3.182 0.0 0.0 0.0
C -0.441 2.836 -2.312 0.0 0.0 0.0
C -0.508 3.074 0.308 0.0 -0.1 0.0
C -2.023 3.084 0.463 0.0 0.0 0.0
C -3.103 2.288 -1.628 0.0 0.0 0.1
C -2.792 2.818 -2.794 0.0 0.0 0.0
S -2.355 2.220 1.935 0.1 0.0 0.0
O -1.414 2.570 2.975 0.0 0.0 0.0
O -3.737 2.207 2.321 0.0 0.0 0.0
N -1.916 0.695 1.328 0.0 0.0 0.0
C -1.951 -0.451 2.223 0.1 0.0 0.0
C -1.237 -1.701 1.698 -0.1 -0.1 0.1
O -1.674 -2.785 1.981 0.1 0.0 -0.1
O -0.080 -1.547 1.052 0.2 0.4 -0.2
H -0.094 3.815 -4.711 0.0 0.0 0.0
H -1.716 4.525 -4.731 0.0 0.0 0.0
H -1.474 2.884 -5.314 0.0 0.0 0.0
H 0.584 3.007 -2.612 0.0 0.0 0.0
H -0.065 2.418 1.068 0.0 0.0 0.0
H -4.116 2.141 -1.299 0.0 0.0 0.0
H -3.600 3.091 -3.461 0.0 0.0 0.0
H -2.968 -0.746 2.485 0.0 0.0 0.0
H -1.411 -0.155 3.127 0.0 0.0 0.0
C 0.830 5.174 3.787 0.0 0.0 0.0
C 1.875 4.246 3.262 0.0 0.0 0.0
C 3.143 4.604 2.915 0.0 0.0 0.0
C 4.008 3.582 2.463 0.0 -0.1 0.0
N 3.651 2.323 2.356 0.0 0.1 0.0
C 2.376 1.964 2.660 0.0 -0.1 0.2
S 1.776 0.416 2.497 0.0 0.1 0.0
N 1.533 2.948 3.135 -0.1 0.0 0.0
C 5.408 3.918 2.046 0.0 0.0 0.0
H 1.172 6.204 3.727 0.0 0.0 0.0
H 0.605 4.933 4.827 0.0 0.0 0.0
H -0.096 5.061 3.222 0.0 0.0 0.0
H 3.467 5.631 2.982 0.0 0.0 0.0
H 0.574 2.662 3.330 0.0 0.0 0.0
H 5.777 4.813 2.546 0.0 0.0 0.0
H 5.418 4.103 0.967 0.0 0.0 0.0
H 6.066 3.076 2.248 0.0 0.0 0.0
```
Positions in Å, forces in eV/Å.

Its energy is -3588.7863 Eh. The expectation value of S² is 1.13. The spin multiplicity is 2. The HOMO-LUMO gap (spin up / spin down) is 5.71 / 5.31 eV. The calculation puts the energy relative to the best compared isomer or geometry (same formula, charge and spin) at 110.2 kcal/mol.



No. 7
# C3H11N2

2 unconnected molecules or ions with the total composition C3H11N2 at a distorted geometry (ωB97M-V/def2-TZVPD, the Open Molecules 2025 dataset).

```
16
Properties=species:S:1:pos:R:3:forces:R:3
C 2.349 0.104 1.390 1.0 -0.3 -0.2
N 1.898 0.959 0.429 -2.1 0.1 -0.4
H 1.724 -0.264 2.192 -0.2 0.1 -0.1
H 3.394 -0.200 1.362 -0.1 -0.1 0.3
H 2.617 1.369 -0.147 0.3 -0.2 0.1
H 0.463 0.671 -0.208 2.3 0.2 0.6
C -1.397 -1.391 -0.500 0.0 -0.3 -1.1
C -1.579 0.062 -0.116 0.3 -0.3 -0.1
N -0.488 0.858 -0.738 -1.1 0.0 0.4
H -0.349 -1.691 -0.478 0.0 -0.1 0.5
H -2.041 -2.088 0.023 0.1 0.1 0.6
H -1.694 -1.565 -1.543 0.0 0.4 0.0
H -2.574 0.391 -0.412 0.1 0.3 0.0
H -1.425 0.250 0.946 -0.3 -0.3 0.1
H -0.320 0.699 -1.726 -0.3 0.2 -0.1
H -0.576 1.837 -0.474 -0.1 0.1 -0.6
```
Positions in Å, forces in eV/Å.

Its energy is -230.2701 Eh. The expectation value of S² is 0.75. The spin multiplicity is 2. The HOMO-LUMO gap (spin up / spin down) is 4.18 / 8.28 eV. The calculation puts the energy relative to the best compared isomer or geometry (same formula, charge and spin) at 39.5 kcal/mol.



No. 8
# C2H8NO2PS

C2H8NO2PS in the gas phase at a distorted geometry (ωB97M-V/def2-TZVPD, the Open Molecules 2025 dataset).

```
15
Properties=species:S:1:pos:R:3:forces:R:3
C 1.420 1.323 -0.829 2.0 -1.6 0.6
O 0.254 0.637 -1.227 -1.5 -0.2 0.2
P -0.872 0.244 -0.113 1.3 -1.5 -0.9
N -2.115 -0.099 -1.130 -0.8 -1.1 -0.8
S -1.171 1.554 1.252 -0.1 -0.4 0.1
O -0.283 -1.283 0.345 -1.5 3.5 -2.2
C 0.511 -1.385 1.486 1.7 -1.0 -0.1
H 1.315 2.414 -1.066 0.3 -1.0 0.8
H 2.269 0.848 -1.481 -1.4 1.1 1.3
H 1.611 0.984 0.290 0.1 1.6 -2.2
H -1.935 -0.791 -1.922 -0.6 1.4 1.7
H -3.100 0.069 -0.820 1.6 -0.4 -0.5
H 1.053 -2.306 1.241 0.4 0.2 0.6
H -0.218 -1.625 2.201 -0.2 0.0 2.1
H 1.262 -0.583 1.774 -1.3 -0.7 -0.6
```
Positions in Å, forces in eV/Å.

Its energy is -1025.8211 Eh. Its structure (SMILES) is COP(N)(=S)OC. The HOMO-LUMO gap is 9.98 eV. The calculation puts the energy relative to the best compared isomer or geometry (same formula, charge and spin) at 42.7 kcal/mol.



Question: What is the formula in the second record?
Answer: C4H4N4



Question: Which value of energy does entry 1 give?
Answer: -1982.0126 Eh